# 1
The following is a DFT calculation (ωB97M-V/def2-TZVPD) of 3 unconnected molecules or ions with the total composition C14H27O6.

Geometry as XYZ:
```
47
Properties=species:S:1:pos:R:3:nbo_charge:R:1
C -2.067 3.712 -4.425 -0.959
C -2.190 2.201 -4.569 -0.451
C -2.007 1.350 -3.256 -0.109
O -2.105 2.134 -2.067 -0.522
C -1.479 1.585 -1.043 0.821
O -2.075 1.041 -0.180 -0.605
C 0.006 1.721 -0.938 -0.513
C 0.375 3.186 -0.635 -0.600
H -1.034 3.921 -4.111 0.118
H -2.747 4.067 -3.647 0.135
H -1.401 1.912 -5.259 0.176
H -3.148 1.937 -5.005 0.166
H -2.805 0.605 -3.244 0.149
H -1.061 0.809 -3.332 0.146
H 0.358 1.136 -0.104 0.200
H 0.535 1.411 -1.831 0.221
H 1.454 3.247 -0.613 0.196
H -0.068 3.495 0.302 0.200
H -0.048 3.825 -1.401 0.240
O 1.427 -3.896 0.949 -0.602
C 0.256 -3.737 0.710 0.805
O -0.102 -3.220 -0.468 -0.500
C -1.459 -3.137 -0.929 -0.070
C -2.142 -1.893 -0.403 -0.636
C -0.803 -4.021 1.751 -0.743
H -2.006 -4.052 -0.691 0.164
H -1.393 -3.089 -2.014 0.200
H -2.207 -1.899 0.686 0.201
H -3.151 -1.809 -0.807 0.224
H -1.584 -1.013 -0.680 0.246
H -0.891 -3.158 2.410 0.245
H -0.486 -4.883 2.333 0.239
H -1.780 -4.256 1.336 0.221
O 2.526 2.200 4.702 -0.580
C 2.527 1.377 3.826 0.801
O 2.044 0.147 4.079 -0.509
C 1.843 -0.846 3.066 -0.067
C 3.101 -1.641 2.795 -0.647
C 3.135 1.670 2.472 -0.744
H 1.430 -0.395 2.161 0.182
H 1.074 -1.509 3.460 0.191
H 3.905 -1.008 2.416 0.200
H 2.904 -2.423 2.063 0.253
H 3.463 -2.101 3.716 0.209
H 4.211 1.509 2.527 0.239
H 2.943 2.713 2.232 0.248
H 2.723 1.074 1.661 0.222
```

Computed properties:
total charge = -1
HOMO-LUMO gap = 3.5212 eV
LUMO level = 2.3 eV


# 2
The following is a DFT calculation (ωB97M-V/def2-TZVPD) of a molecular structure, C14H38N3O12PS3V2.

Geometry as XYZ:
```
73
Properties=species:S:1:pos:R:3:lowdin_charge:R:1
O -22.018 19.361 12.187 -0.174
V -21.807 20.057 10.766 1.312
O -23.719 24.227 7.538 -0.131
V -23.085 24.202 9.002 1.455
O -20.123 21.574 6.963 0.193
C -20.866 21.811 8.103 -0.683
O -21.368 22.953 8.284 -0.045
O -21.043 20.923 8.920 -0.025
H -19.912 22.498 6.806 0.127
O -21.076 23.783 12.855 0.143
C -21.604 23.252 11.762 -0.759
O -21.496 22.016 11.621 -0.050
O -22.117 24.016 10.956 -0.051
H -20.645 23.102 13.377 0.013
O -23.394 29.799 15.530 -0.239
P -24.218 28.554 15.268 0.612
N -25.110 27.994 16.630 -0.161
C -25.913 28.967 17.451 -0.006
C -25.526 26.585 16.662 -0.072
N -23.274 27.264 14.618 -0.279
C -22.225 26.554 15.406 -0.059
C -22.895 27.217 13.228 -0.118
N -25.317 28.778 14.059 -0.229
C -25.071 29.888 13.110 -0.039
C -26.549 27.996 13.950 -0.054
H -26.648 29.442 16.802 0.103
H -25.280 29.697 17.955 0.108
H -26.565 28.522 18.203 0.107
H -25.062 26.042 17.486 0.117
H -25.343 26.066 15.721 0.053
H -26.612 26.532 16.736 0.109
H -21.387 27.242 15.300 0.104
H -22.536 26.597 16.450 0.086
H -21.965 25.555 15.057 0.061
H -23.760 27.503 12.629 0.061
H -22.090 27.907 12.974 0.110
H -22.639 26.182 13.004 0.060
H -25.975 30.152 12.561 0.099
H -24.651 30.809 13.514 0.107
H -24.504 29.523 12.253 0.086
H -27.433 28.634 13.944 0.113
H -26.736 27.394 14.839 0.055
H -26.512 27.353 13.071 0.083
C -22.154 21.460 15.479 -0.202
S -20.289 21.657 15.508 0.970
O -19.875 21.840 14.029 -0.604
C -20.116 23.306 16.358 -0.212
H -22.530 22.194 14.767 0.032
H -22.606 21.735 16.432 0.056
H -22.461 20.423 15.344 0.059
H -20.309 24.172 15.725 0.036
H -19.183 23.309 16.921 0.060
H -20.783 23.374 17.217 0.057
C -24.843 24.377 13.147 -0.261
S -26.662 24.208 13.340 0.825
O -27.073 23.231 14.449 -0.512
C -27.143 23.650 11.675 -0.246
H -24.444 24.594 14.138 0.037
H -24.631 25.240 12.515 0.025
H -24.385 23.476 12.740 0.042
H -26.527 23.946 10.825 0.031
H -28.177 23.789 11.360 0.068
H -27.026 22.568 11.745 0.054
C -18.006 21.809 10.769 -0.212
S -18.440 20.345 11.736 0.964
O -19.631 19.718 11.064 -0.583
C -16.945 19.429 11.194 -0.197
H -16.953 22.075 10.866 0.079
H -18.651 22.661 10.983 0.051
H -18.260 21.587 9.732 0.059
H -16.896 18.415 11.592 0.072
H -16.097 19.902 11.690 0.072
H -16.788 19.448 10.116 0.077
```

Computed properties:
2S+1 = 4
total charge = +3
⟨S²⟩ = 3.923
HOMO-LUMO gap (alpha / beta) = 3.1823 / 3.8182 eV
LUMO level (alpha / beta) = -12.6 / -12.0 eV
ΔE to the lowest compared entry with this formula, charge and spin = 74.77 kcal/mol


# 3
The following is a DFT calculation (ωB97M-V/def2-TZVPD) of a single C3H9NOS2 molecule.

Geometry as XYZ:
```
16
Properties=species:S:1:pos:R:3:nbo_charge:R:1
N -0.173 1.125 0.930 -0.831
C -0.338 0.302 -0.268 -0.098
C -1.646 -0.579 -0.066 -0.065
O -2.876 0.209 -0.122 -0.714
C 0.870 -0.395 -0.743 -0.629
S 2.319 0.391 -1.139 0.179
S 3.384 0.086 0.664 -0.173
H 0.263 0.476 1.595 0.348
H 0.420 1.908 0.814 0.371
H -0.576 1.060 -1.129 0.187
H -1.690 -1.231 0.879 0.172
H -1.766 -1.275 -0.855 0.172
H -2.523 1.126 -0.134 0.471
H 1.117 -1.316 -0.032 0.217
H 0.674 -0.987 -1.665 0.252
H 2.540 -0.900 1.270 0.140
```

Computed properties:
SMILES = N[C@H](CO)CSS
total charge = 0
HOMO-LUMO gap = 8.6837 eV
LUMO level = 0.1 eV
ΔE to the lowest compared entry with this formula, charge and spin = 44.75 kcal/mol


# 4
The following is a DFT calculation (ωB97M-V/def2-TZVPD) of a single C4H5NO3 molecule.

Geometry as XYZ:
```
13
Properties=species:S:1:pos:R:3:nbo_charge:R:1
C 0.062 0.910 -0.263 0.261
C -0.860 -1.082 -0.044 0.595
C 0.380 -1.226 0.534 -0.438
C 0.980 0.109 0.368 0.222
H -0.066 2.824 0.242 0.372
H 0.907 2.456 -1.077 0.370
H -1.708 -2.905 -0.390 0.510
H 0.687 -2.144 0.896 0.227
H 2.212 1.559 0.518 0.472
N 0.046 2.253 -0.606 -0.822
O -1.068 0.158 -0.498 -0.408
O -1.882 -1.962 -0.190 -0.694
O 2.234 0.575 0.748 -0.667
```

Computed properties:
SMILES = Nc1oc(O)cc1O
total charge = 0
HOMO-LUMO gap = 8.3999 eV
LUMO level = 0.5 eV
ΔE to the lowest compared entry with this formula, charge and spin = 44.62 kcal/mol


These records have DFT total energy values of -1001.0091 -5046.1810 -1046.0143 -435.8494 a.u., in the order they appear.